{
  "formula": "C12H12Co2NO6",
  "method": "ωB97M-V with the def2-TZVPD basis set",
  "symbols": ["C", "C", "C", "N", "H", "H", "H", "H", "H", "H", "H", "H", "H", "O", "C", "Co", "C", "O", "C", "O", "C", "C", "C", "Co", "C", "O", "C", "O", "C", "O", "H", "H", "H"],
  "coordinates": [[-5.4003, 0.2164, -2.4109], [-4.0146, 0.8520, -2.4500], [-2.8962, -0.1966, -2.4182], [-1.5727, 0.4275, -2.5284], [-6.1798, 0.9827, -2.4389], [-5.5517, -0.4488, -3.2691], [-5.5373, -0.3688, -1.4940], [-3.9053, 1.4556, -3.3626], [-3.8891, 1.5228, -1.5875], [-2.9846, -0.8012, -1.4930], [-3.0162, -0.8670, -3.2844], [-1.4297, 1.0685, -1.7504], [-0.8447, -0.2817, -2.5057], [5.3969, 0.9593, 3.5971], [4.7231, 0.9722, 2.6663], [3.6342, 0.9060, 1.3093], [4.4908, -0.1242, 0.1387], [5.0074, -0.8628, -0.5846], [3.3197, 2.5249, 0.5308], [3.0292, 3.5346, 0.0380], [1.9890, 0.3171, 2.2684], [1.6745, 0.0465, 0.9007], [0.8692, 0.5908, -0.0183], [1.6648, -1.5483, 2.3714], [2.0952, -2.8397, 1.2096], [2.4237, -3.6204, 0.4185], [2.6186, -1.8757, 3.7943], [3.3101, -2.0208, 4.7150], [-0.1226, -1.6236, 2.6749], [-1.2798, -1.5746, 2.8302], [1.2974, 1.0568, 2.7137], [0.7105, 0.1864, -1.0099], [0.3704, 1.4342, 0.4288]],
  "nbo_charge": [-0.606, -0.403, -0.211, -0.825, 0.220, 0.209, 0.201, 0.213, 0.186, 0.154, 0.194, 0.336, 0.342, -0.395, 0.636, 0.190, 0.470, -0.401, 0.526, -0.398, -0.527, -0.319, -0.198, 0.215, 0.500, -0.391, 0.549, -0.390, 0.623, -0.396, 0.226, 0.242, 0.225],
  "charge": 1,
  "homo_lumo_gap_ev": 4.90,
  "multiplicity": 1,
  "e_tot_ha": -3735.7097,
  "de_lowest_kcal_mol": 17.6
}